An isolated molecule of C21H26N6O6 at a distorted geometry, computed with ωB97M-V with the def2-TZVPD basis set.

M, g/mol: 458.5
ΔE to the lowest compared entry with this formula, charge and spin, kcal/mol: 0.0
Charge: 0
LUMO, eV: 0.6
Maximum force, eV/A: 1.528
Gap between HOMO and LUMO, eV: 9.002
E_HOMO, eV: -8.40
Total energy, eV: -43426.2858

Each line ends with the Löwdin charge.
CARTESIAN COORDINATES (ANGSTROEM)
C  -0.3727  -1.9247  1.9937  -0.0468
C  -0.5473  -2.3458  0.5470  -0.1849
O  0.1167  -1.3933  -0.2963  -0.0005
C  -0.2262  -1.3586  -1.5726  -0.5021
O  -1.1306  -1.9707  -2.0740  0.1229
C  0.7037  -0.4378  -2.3776  0.0006
N  1.5102  0.3988  -1.5408  0.0498
C  1.3580  1.6948  -1.1697  -0.2568
C  0.3084  2.6461  -1.6545  -0.1004
N  -0.9758  2.5695  -0.9753  -0.1484
C  -1.9079  1.5952  -1.5037  -0.1486
C  -3.2767  1.8197  -0.8519  -0.1105
N  -3.1403  1.6470  0.5747  -0.0335
C  -3.2754  0.4752  1.2504  -0.3861
O  -2.7796  0.3208  2.3608  0.0466
C  -4.0639  -0.6321  0.6846  -0.1714
C  -4.1683  -1.8843  1.2432  0.0001
C  -5.0129  -2.6315  0.3981  -0.0387
C  -5.3689  -1.7877  -0.6100  -0.0932
O  -4.8051  -0.5836  -0.4486  0.0295
C  -2.2168  2.6246  1.1199  -0.1127
C  -0.8464  2.4451  0.4671  -0.1498
N  2.2728  2.0752  -0.2942  0.2078
C  3.0393  0.9868  -0.0741  -0.2109
C  2.5951  -0.0783  -0.8367  -0.0641
C  3.2314  -1.3577  -0.8148  -0.3710
O  2.9344  -2.3429  -1.4648  0.0829
N  4.3057  -1.3705  0.0771  0.0367
C  5.0124  -2.6379  0.1759  -0.0036
C  4.7778  -0.3219  0.8588  -0.4304
O  5.7322  -0.4539  1.5945  0.0711
N  4.1101  0.8805  0.7558  0.0122
C  4.5393  2.0212  1.5350  -0.0037
H  -0.7136  -2.7263  2.6422  0.0820
H  -0.9523  -1.0316  2.2156  0.0521
H  0.6771  -1.7296  2.1982  0.0772
H  -1.6037  -2.3968  0.2636  0.1074
H  -0.0860  -3.3214  0.3585  0.1356
H  0.1144  0.1530  -3.0808  0.1356
H  1.3628  -1.1122  -2.9377  0.1462
H  0.7077  3.6496  -1.4753  0.1301
H  0.1407  2.5222  -2.7272  0.1245
H  -1.9908  1.7306  -2.5846  0.1311
H  -1.6053  0.5554  -1.2959  0.1115
H  -4.0096  1.1340  -1.2662  0.1144
H  -3.6016  2.8475  -1.0374  0.1329
H  -3.6935  -2.2039  2.1475  0.1204
H  -5.3131  -3.6513  0.5215  0.1049
H  -5.9938  -1.9217  -1.4711  0.1260
H  -2.1452  2.4697  2.1966  0.1243
H  -2.6079  3.6222  0.9088  0.1298
H  -0.1536  3.2114  0.8173  0.1287
H  -0.4487  1.4583  0.7590  0.1285
H  5.4450  -2.8912  -0.7921  0.1004
H  4.3099  -3.4217  0.4576  0.0983
H  5.7930  -2.5366  0.9247  0.0870
H  5.4386  1.7361  2.0766  0.0885
H  4.7431  2.8594  0.8697  0.0943
H  3.7534  2.3075  2.2339  0.0965